Record 1
{
  "formula": "C29H16Cl5F10N8OTc",
  "method": "ωB97M-V/def2-TZVPD",
  "homo_lumo_gap_ha": [0.2382, 0.2260],
  "total_charge": 1,
  "s_squared": 3.81,
  "homo_ev": [-10.9699, -11.0920],
  "lumo_energy_ev": [-4.49, -4.94],
  "multiplicity": 4,
  "species": ["Tc", "C", "N", "C", "C", "N", "C", "C", "F", "C", "F", "C", "F", "C", "F", "C", "F", "C", "C", "N", "C", "C", "F", "C", "F", "C", "F", "C", "F", "C", "F", "H", "H", "H", "H", "H", "H", "H", "H", "H", "H", "H", "Cl", "C", "C", "Cl", "C", "Cl", "C", "O", "C", "Cl", "C", "Cl", "N", "C", "N", "C", "N", "C", "C", "N", "C", "C", "N", "H", "H", "H", "H", "H"],
  "xyz": [[0.219, -0.117, -0.441], [0.668, 2.238, -2.575], [1.496, 1.449, -1.615], [2.483, 0.675, -2.325], [1.842, -0.498, -2.918], [0.913, -1.163, -2.011], [0.894, -2.562, -2.036], [-0.249, -3.274, -2.296], [-1.505, -2.794, -2.441], [-0.246, -4.651, -2.400], [-1.406, -5.305, -2.604], [0.882, -5.378, -2.158], [0.903, -6.656, -2.435], [2.083, -4.685, -1.832], [3.172, -5.462, -1.630], [2.006, -3.311, -1.737], [3.140, -2.697, -1.318], [2.246, 2.373, -0.750], [1.570, 3.549, -0.178], [0.560, 2.960, 0.655], [-0.052, 3.676, 1.557], [-0.255, 5.091, 1.612], [0.480, 5.947, 0.903], [-1.283, 5.581, 2.347], [-1.599, 6.880, 2.286], [-2.083, 4.736, 3.132], [-3.087, 5.244, 3.828], [-1.811, 3.367, 3.315], [-3.532, 2.986, 4.864], [-0.774, 2.858, 2.574], [-0.899, 0.547, 3.511], [1.335, 2.866, -3.238], [-0.072, 2.800, -1.947], [0.144, 1.407, -3.071], [3.291, 0.507, -1.569], [2.862, 1.266, -3.189], [2.662, -1.178, -3.131], [1.315, -0.290, -3.943], [3.022, 2.770, -1.447], [2.792, 1.808, 0.019], [1.057, 4.199, -0.910], [2.266, 4.189, 0.334], [3.182, -5.800, 2.453], [2.022, -4.646, 1.923], [2.404, -3.288, 1.773], [3.993, -2.781, 2.140], [1.492, -2.314, 1.323], [2.054, -0.734, 1.015], [0.190, -2.614, 1.009], [-0.598, -1.705, 0.438], [-0.226, -3.904, 1.260], [-1.924, -4.287, 0.996], [0.651, -4.916, 1.626], [0.088, -6.512, 1.848], [-3.713, -0.229, -1.993], [-2.424, -0.158, -2.331], [-1.701, 0.386, -1.327], [-2.664, 0.633, -0.384], [-3.879, 0.295, -0.732], [-2.346, 0.860, 1.012], [-3.471, 1.205, 1.896], [-3.656, 1.746, 3.003], [-2.750, 2.368, 3.932], [-0.511, 1.355, 2.466], [-1.046, 0.804, 1.234], [-4.432, -0.722, -2.520], [-2.160, -0.608, -3.295], [-4.361, 0.664, 1.465], [-2.222, 1.701, 4.550], [0.560, 1.249, 2.431]],
  "mulliken_charge": [0.69, -1.43, 1.15, -0.58, -1.14, 0.48, -0.94, 0.49, -0.31, 0.31, -0.34, 0.94, -0.32, 0.11, -0.37, 0.52, -0.46, -0.90, -1.54, 0.17, -0.23, 0.25, -0.28, 0.44, -0.28, 0.72, -0.28, -0.12, -0.36, 0.06, -0.42, 0.25, 0.35, 0.37, 0.55, 0.28, 0.46, 0.23, 0.50, 0.38, 0.46, 0.60, -0.16, -0.15, 0.45, -0.18, 0.32, -0.33, -1.17, -0.18, 0.31, -0.15, 0.81, -0.16, 0.04, -0.43, 0.36, -0.15, -0.61, 1.02, -0.65, -0.47, -0.20, -0.75, 0.73, 0.27, 0.49, 0.44, 0.33, 0.73]
}


Record 2
{
  "formula": "C29H19F5N3O5S2Ti",
  "method": "ωB97M-V/def2-TZVPD",
  "homo_lumo_gap_ha": [0.1696, 0.1696],
  "total_charge": 1,
  "homo_ev": [-10.1475, -10.1482],
  "lumo_energy_ev": [-5.53, -5.53],
  "species": ["Ti", "O", "C", "O", "C", "C", "C", "C", "C", "N", "C", "O", "O", "H", "H", "H", "H", "H", "C", "C", "N", "N", "C", "S", "S", "C", "C", "C", "C", "C", "C", "C", "C", "C", "C", "C", "C", "C", "O", "H", "H", "H", "H", "H", "H", "H", "H", "H", "H", "H", "H", "H", "H", "F", "C", "C", "C", "F", "C", "F", "C", "F", "C", "F"],
  "xyz": [[-0.283, 0.963, 0.582], [-2.103, 2.394, 4.247], [-1.532, 2.140, 3.032], [-1.524, 1.018, 2.413], [-0.796, 3.278, 2.493], [-0.669, 4.505, 3.070], [0.209, 5.433, 2.501], [0.988, 5.092, 1.413], [0.835, 3.791, 0.849], [-0.053, 2.910, 1.406], [1.650, 3.180, -0.160], [2.714, 3.843, -0.687], [1.353, 2.003, -0.539], [-2.539, 1.536, 4.513], [-1.163, 4.716, 4.009], [0.287, 6.480, 2.824], [1.689, 5.802, 0.926], [2.708, 4.725, -0.214], [2.450, -1.189, -1.931], [1.883, -0.750, -0.600], [0.532, -0.576, -0.538], [-0.196, -1.369, -1.308], [-1.462, -1.569, -0.873], [-2.029, -1.145, 0.652], [-2.577, -2.249, -2.072], [-3.178, -3.636, -1.137], [-2.155, -4.758, -1.240], [-1.506, -5.281, -0.093], [-0.594, -6.329, -0.192], [-0.418, -6.975, -1.427], [-1.115, -6.514, -2.561], [-1.978, -5.419, -2.452], [2.703, -0.683, 0.596], [4.019, -1.265, 0.730], [4.876, -0.946, 1.761], [4.388, -0.222, 2.865], [3.041, 0.020, 2.940], [2.191, -0.101, 1.823], [0.940, 0.296, 1.947], [1.741, -1.859, -2.446], [3.321, -1.742, -1.738], [2.751, -0.291, -2.502], [-4.179, -3.906, -1.502], [-3.222, -3.316, -0.102], [-1.762, -4.864, 0.874], [0.095, -6.571, 0.635], [0.232, -7.823, -1.501], [-0.993, -7.045, -3.458], [-2.474, -5.043, -3.344], [4.351, -1.981, -0.011], [5.888, -1.295, 1.805], [5.042, 0.192, 3.658], [2.620, 0.473, 3.803], [-0.087, 1.241, -3.018], [-1.053, 1.987, -2.467], [-1.393, 1.954, -1.074], [-2.514, 2.658, -0.709], [-3.076, 2.550, 0.531], [-3.302, 3.436, -1.565], [-4.432, 4.004, -1.114], [-2.820, 3.600, -2.845], [-3.346, 4.578, -3.608], [-1.706, 2.860, -3.301], [-1.266, 3.053, -4.570]],
  "mulliken_charge": [-0.80, -0.46, 0.30, -0.28, 0.35, -0.78, -0.72, -1.05, 1.06, 0.73, 0.38, -0.47, -0.31, 0.43, 0.63, 0.45, 0.38, 0.30, -1.41, 0.86, 1.57, -1.08, 0.51, -0.42, -0.10, -1.13, 0.97, -0.34, -0.57, -0.41, -0.64, -0.43, 0.18, -1.17, -0.70, -0.52, -0.55, 0.71, -0.29, 0.31, 0.56, 0.22, 0.46, 0.42, 0.32, 0.33, 0.40, 0.43, 0.33, 0.37, 0.44, 0.39, 0.49, -0.28, 0.16, 0.48, 0.31, -0.40, 0.06, -0.27, 0.54, -0.29, 0.33, -0.30]
}


Record 3
{
  "formula": "C29H19N2O2PPbS2",
  "method": "ωB97M-V/def2-TZVPD",
  "homo_lumo_gap_ha": 0.1910,
  "total_charge": -2,
  "homo_ev": -0.8512,
  "lumo_energy_ev": 4.35,
  "species": ["Pb", "O", "C", "O", "C", "P", "C", "C", "C", "C", "C", "C", "C", "C", "C", "C", "C", "C", "H", "H", "H", "H", "H", "H", "H", "H", "H", "H", "H", "H", "S", "C", "C", "C", "C", "N", "C", "C", "C", "S", "C", "N", "H", "H", "C", "C", "C", "C", "C", "C", "C", "H", "H", "H", "H", "H"],
  "xyz": [[0.619, 1.630, 0.093], [5.974, -0.616, -1.149], [4.774, -0.494, -0.859], [4.224, 0.323, -0.072], [3.774, -1.471, -1.514], [2.085, -1.042, -0.932], [1.151, -2.214, -2.039], [0.192, -1.669, -2.888], [-0.468, -2.452, -3.829], [-0.170, -3.800, -3.938], [0.795, -4.362, -3.106], [1.448, -3.573, -2.172], [1.907, -1.897, 0.691], [2.686, -1.487, 1.779], [2.470, -2.019, 3.044], [1.472, -2.960, 3.257], [0.687, -3.368, 2.188], [0.898, -2.836, 0.922], [4.043, -2.496, -1.248], [3.799, -1.383, -2.602], [-0.055, -0.616, -2.799], [-1.221, -2.006, -4.467], [-0.685, -4.416, -4.667], [1.036, -5.415, -3.187], [2.195, -4.021, -1.526], [3.454, -0.740, 1.615], [3.079, -1.677, 3.872], [1.294, -3.358, 4.249], [-0.102, -4.096, 2.335], [0.253, -3.152, 0.113], [0.670, 4.188, -0.886], [-0.240, 4.678, 0.507], [0.314, 5.616, 1.404], [-0.406, 6.148, 2.453], [0.200, 7.156, 3.294], [0.678, 7.971, 3.950], [-1.734, 5.743, 2.663], [-2.291, 4.812, 1.803], [-1.571, 4.251, 0.745], [-2.441, 3.114, -0.280], [-2.501, 6.235, 3.782], [-3.126, 6.615, 4.670], [1.331, 5.944, 1.238], [-3.312, 4.490, 1.961], [-1.534, 1.574, -0.275], [-2.352, 0.428, -0.528], [-3.751, 0.437, -0.772], [-4.475, -0.737, -0.934], [-3.870, -1.987, -0.890], [-2.489, -2.026, -0.669], [-1.766, -0.869, -0.503], [-4.276, 1.383, -0.820], [-5.547, -0.667, -1.096], [-4.444, -2.895, -1.026], [-1.973, -2.981, -0.628], [-0.698, -0.939, -0.323]],
  "mulliken_charge": [0.62, -0.78, 0.34, -0.61, -0.68, 0.11, 0.29, -0.30, -0.57, -0.41, -0.69, -0.03, 0.57, -0.56, -0.69, -0.41, -0.83, 0.14, 0.29, 0.51, 0.31, 0.41, 0.38, 0.37, 0.30, 0.43, 0.38, 0.35, 0.38, 0.04, -0.40, -0.27, -0.69, 0.68, -0.11, -0.58, 0.59, -0.75, 0.36, -0.40, -0.09, -0.60, 0.52, 0.50, -0.37, 0.52, -0.54, -0.55, -0.91, -0.13, 0.80, 0.28, 0.32, 0.36, 0.29, -0.51]
}


Record 4
{
  "formula": "C29H20BN4O7",
  "method": "ωB97M-V/def2-TZVPD",
  "homo_lumo_gap_ha": 0.2257,
  "total_charge": 1,
  "homo_ev": -11.2996,
  "lumo_energy_ev": -5.16,
  "species": ["O", "B", "O", "O", "N", "N", "N", "C", "N", "H", "H", "H", "H", "C", "C", "C", "C", "C", "C", "C", "O", "C", "C", "C", "C", "C", "C", "C", "O", "H", "H", "H", "H", "H", "H", "H", "H", "C", "C", "C", "C", "C", "C", "C", "O", "C", "C", "C", "C", "C", "C", "C", "O", "H", "H", "H", "H", "H", "H", "H", "H"],
  "xyz": [[-1.087, 3.129, 2.198], [-0.229, 2.062, 2.029], [-0.688, 0.802, 1.854], [1.222, 2.323, 2.049], [1.471, 3.071, 3.144], [1.563, 2.609, 4.332], [1.794, 3.662, 5.112], [1.826, 4.748, 4.360], [1.620, 4.372, 3.072], [-1.432, 3.069, 3.101], [-0.281, 0.215, 2.511], [1.970, 5.780, 4.642], [1.580, 4.892, 2.200], [7.355, -4.471, -1.102], [6.726, -4.807, 0.092], [5.790, -3.953, 0.650], [5.485, -2.752, 0.020], [6.135, -2.404, -1.168], [7.061, -3.272, -1.731], [5.860, -1.103, -1.835], [6.414, -0.796, -2.867], [4.883, -0.173, -1.196], [4.650, 1.073, -1.771], [3.737, 1.939, -1.194], [3.047, 1.561, -0.045], [3.281, 0.325, 0.531], [4.205, -0.542, -0.036], [4.466, -1.855, 0.620], [3.858, -2.170, 1.623], [8.080, -5.144, -1.540], [6.967, -5.739, 0.587], [5.296, -4.216, 1.576], [7.554, -3.008, -2.657], [5.186, 1.361, -2.665], [3.561, 2.910, -1.641], [2.324, 2.231, 0.408], [2.750, 0.028, 1.426], [-2.153, 0.795, -2.204], [-1.896, 0.374, -0.902], [-2.921, -0.132, -0.121], [-4.210, -0.208, -0.632], [-4.473, 0.235, -1.929], [-3.438, 0.727, -2.716], [-5.858, 0.205, -2.478], [-6.083, 0.587, -3.607], [-6.953, -0.297, -1.605], [-8.260, -0.282, -2.078], [-9.288, -0.758, -1.281], [-9.015, -1.258, -0.012], [-7.716, -1.270, 0.467], [-6.682, -0.782, -0.323], [-5.297, -0.771, 0.217], [-5.052, -1.202, 1.326], [-1.349, 1.182, -2.818], [-0.894, 0.438, -0.504], [-2.725, -0.466, 0.887], [-3.642, 1.058, -3.725], [-8.471, 0.103, -3.066], [-10.305, -0.742, -1.649], [-9.820, -1.636, 0.606], [-7.503, -1.655, 1.455]],
  "mulliken_charge": [-0.42, 0.47, -0.32, -0.25, 1.04, -0.24, -0.40, -0.02, -0.13, 0.32, 0.31, 0.44, 0.24, -0.49, -0.49, -0.57, 0.22, 0.14, -0.55, 0.64, -0.64, 0.07, -0.52, -0.98, -0.16, -0.13, -0.28, 0.54, -0.67, 0.41, 0.41, 0.47, 0.48, 0.51, 0.45, 0.63, 0.55, -0.78, -0.42, -0.69, 0.20, 0.15, -0.57, 0.65, -0.65, 0.16, -0.55, -0.49, -0.49, -0.55, 0.18, 0.53, -0.67, 0.42, 0.75, 0.53, 0.49, 0.48, 0.41, 0.41, 0.47]
}


Record 5
{
  "formula": "C29H20BeN3O3",
  "method": "ωB97M-V/def2-TZVPD",
  "homo_lumo_gap_ha": 0.2750,
  "total_charge": -1,
  "homo_ev": -4.6526,
  "lumo_energy_ev": 2.83,
  "species": ["Be", "O", "C", "C", "C", "C", "C", "C", "C", "O", "N", "N", "C", "C", "C", "C", "C", "C", "C", "O", "H", "H", "H", "H", "H", "H", "H", "H", "H", "H", "C", "C", "C", "C", "C", "C", "C", "C", "C", "C", "C", "C", "C", "C", "C", "N", "H", "H", "H", "H", "H", "H", "H", "H", "H", "H"],
  "xyz": [[11.341, 6.888, 10.612], [15.021, 5.549, 9.285], [15.751, 6.292, 10.132], [17.146, 6.273, 10.029], [17.968, 7.062, 10.787], [17.365, 7.838, 11.768], [15.983, 7.858, 11.870], [15.110, 7.114, 11.069], [13.635, 7.094, 11.236], [12.934, 6.092, 10.624], [13.097, 7.899, 12.102], [11.750, 7.678, 12.049], [10.919, 7.781, 13.030], [9.580, 7.270, 12.927], [8.607, 7.596, 13.881], [7.376, 6.941, 13.963], [7.080, 5.998, 12.918], [8.024, 5.699, 11.981], [9.287, 6.359, 11.907], [10.022, 6.065, 10.907], [14.087, 5.551, 9.686], [17.468, 5.563, 9.249], [19.043, 6.988, 10.673], [17.901, 8.480, 12.433], [15.556, 8.419, 12.653], [11.362, 8.069, 13.958], [8.931, 8.291, 14.682], [6.723, 7.195, 14.775], [6.126, 5.544, 12.907], [7.798, 4.941, 11.216], [12.499, 8.900, 7.257], [11.522, 9.891, 7.128], [10.458, 9.961, 8.014], [10.385, 9.040, 9.065], [11.329, 8.006, 9.200], [12.367, 7.987, 8.271], [9.161, 9.100, 9.885], [7.973, 8.411, 9.474], [6.801, 8.575, 10.146], [6.868, 9.381, 11.293], [5.728, 9.482, 12.135], [5.830, 10.115, 13.305], [6.965, 10.918, 13.652], [8.040, 10.834, 12.782], [8.022, 10.035, 11.639], [9.188, 9.918, 10.924], [13.392, 8.857, 6.662], [11.583, 10.595, 6.226], [9.743, 10.739, 7.903], [13.233, 7.325, 8.401], [7.944, 7.735, 8.640], [5.940, 8.006, 9.854], [4.809, 8.883, 11.928], [5.039, 10.130, 13.995], [7.009, 11.444, 14.603], [8.967, 11.381, 13.029]],
  "mulliken_charge": [-0.82, -0.76, 0.50, -0.52, -0.36, -0.70, -0.47, 0.23, 0.59, -0.77, -1.23, 1.07, -0.57, 0.65, -0.78, -0.89, -0.42, -0.35, 0.98, -0.59, 0.57, 0.35, 0.37, 0.38, 0.50, 0.52, 0.30, 0.45, 0.48, 0.35, -0.91, -0.61, -0.47, 0.63, -0.65, 0.04, 0.88, -0.37, -1.11, 1.48, -0.98, -0.51, -0.68, 0.04, -0.12, -0.49, 0.45, 0.19, 0.51, 0.36, 0.43, 0.37, 0.26, 0.46, 0.38, 0.38]
}


Record 6
{
  "formula": "C29H20F10FeN5OS2",
  "method": "ωB97M-V/def2-TZVPD",
  "homo_lumo_gap_ha": [0.1055, 0.2199],
  "total_charge": -2,
  "s_squared": 8.78,
  "homo_ev": [1.5758, -1.5719],
  "lumo_energy_ev": [4.45, 4.41],
  "multiplicity": 6,
  "species": ["Fe", "C", "N", "C", "C", "N", "C", "C", "F", "C", "F", "C", "F", "C", "F", "C", "F", "C", "C", "N", "C", "C", "F", "C", "F", "C", "F", "C", "F", "C", "F", "H", "H", "H", "H", "H", "H", "H", "H", "H", "H", "H", "O", "N", "C", "C", "C", "C", "C", "S", "H", "H", "H", "H", "S", "C", "N", "C", "C", "C", "C", "C", "C", "H", "H", "H", "H", "H"],
  "xyz": [[-0.951, 0.007, 0.391], [-2.230, -2.846, 1.012], [-2.290, -1.413, 1.094], [-1.993, -0.839, 2.368], [-0.482, -0.668, 2.588], [0.229, -1.339, 1.548], [1.444, -1.784, 1.771], [1.983, -2.791, 0.909], [1.171, -3.303, -0.039], [3.229, -3.339, 1.064], [3.673, -4.310, 0.225], [4.045, -2.961, 2.132], [5.262, -3.548, 2.324], [3.562, -2.011, 3.021], [4.322, -1.667, 4.094], [2.329, -1.430, 2.843], [1.963, -0.491, 3.767], [-3.372, -0.804, 0.391], [-3.098, -0.696, -1.114], [-1.720, -0.964, -1.417], [-1.417, -1.001, -2.700], [-0.123, -1.457, -3.096], [0.693, -1.907, -2.133], [0.338, -1.507, -4.386], [1.585, -1.966, -4.646], [-0.485, -1.131, -5.449], [-0.056, -1.185, -6.742], [-1.773, -0.721, -5.141], [-2.619, -0.387, -6.154], [-2.223, -0.656, -3.840], [-3.526, -0.242, -3.719], [-3.101, -3.324, 1.496], [-1.316, -3.192, 1.485], [-2.186, -3.132, -0.036], [-2.401, -1.480, 3.179], [-2.482, 0.129, 2.463], [-0.239, -1.115, 3.573], [-0.236, 0.396, 2.690], [-3.527, 0.193, 0.791], [-4.314, -1.374, 0.548], [-3.394, 0.312, -1.443], [-3.744, -1.415, -1.647], [-2.081, 1.649, 1.012], [-1.957, 2.860, 0.477], [-2.503, 3.929, 1.126], [-2.423, 5.195, 0.611], [-1.766, 5.402, -0.603], [-1.193, 4.304, -1.247], [-1.273, 3.027, -0.705], [-0.602, 1.659, -1.458], [-2.986, 3.702, 2.065], [-2.868, 6.016, 1.157], [-1.692, 6.387, -1.037], [-0.666, 4.416, -2.181], [2.359, 2.956, 2.131], [0.802, 2.250, 1.714], [0.837, 1.242, 0.877], [2.100, 0.976, 0.481], [2.478, -0.018, -0.428], [3.813, -0.204, -0.699], [4.795, 0.577, -0.093], [4.442, 1.584, 0.800], [3.107, 1.778, 1.070], [-0.085, 2.644, 2.166], [1.690, -0.596, -0.868], [4.106, -0.973, -1.398], [5.839, 0.402, -0.312], [5.197, 2.196, 1.275]],
  "mulliken_charge": [0.43, -1.26, 1.17, -0.90, -0.25, 0.37, -0.61, 0.22, -0.49, 0.40, -0.40, 0.56, -0.38, 0.51, -0.37, -0.14, -0.50, -0.99, -1.09, 0.65, -1.02, 0.32, -0.18, 0.08, -0.34, 0.67, -0.36, 0.06, -0.35, 0.48, -0.37, 0.24, 0.34, 0.24, 0.46, 0.25, 0.82, -0.26, 0.07, 0.47, 0.42, 0.64, 0.08, -0.25, -0.28, -0.74, -0.24, -0.84, 0.55, -0.32, 0.43, 0.36, 0.36, 0.42, -0.57, -1.06, 1.03, -1.30, 0.11, -0.52, -0.77, -0.32, 0.87, 0.31, -0.04, 0.45, 0.32, 0.37]
}


no.,F_max (eV/Å),E (eV)
1,4.12,-136275.2847
2,4.67,-103455.3133
3,0.71,-73664.4588
4,1.82,-51360.0053
5,2.71,-41416.6542
6,3.66,-123123.9045